Computed, not measured: a molecular structure, C44H78BaN3O20 in a non-equilibrium geometry, with ωB97M-V/def2-TZVPD.

2S+1 = 1
Energy above the lowest of the compared OMol25 structures with the same formula, charge and spin = 0.000 eV
Frontier orbital gap = 8.5 eV
Charge = +1
HOMO = -11.069 eV
Maximum force = 2.0 eV/A

The geometry in XYZ format:
```
146
Properties=species:S:1:pos:R:3:mulliken_charge:R:1
Ba -4.0212 -1.4127 -11.6570 0.719
O -5.6919 0.8017 -5.2810 -0.613
O -5.1802 6.1024 -7.5146 -0.208
O -4.6347 2.7449 -16.8774 -0.618
O -2.2142 -2.4374 -9.8735 0.414
O -3.4801 8.2904 -7.6522 -0.025
O -3.0678 2.0344 -18.1838 -0.641
O -2.9667 6.4375 -11.5968 -0.002
O -7.3440 1.4267 -4.0501 -0.638
O -1.3242 7.2842 -13.8341 -0.322
O -10.8286 0.1638 -13.3117 -0.613
O -1.7716 3.3029 -7.6959 -0.556
O -6.7283 -1.6943 -11.3173 0.265
O -1.6682 -0.0852 -11.1531 0.411
O -2.2525 -0.6204 -13.9905 0.513
O -4.8244 0.9524 -10.2768 0.856
O -5.0067 -1.7391 -9.0148 0.357
O -4.9691 -1.6418 -14.3157 0.309
O -5.1903 0.9827 -12.4416 -1.304
O -11.8869 1.4852 -11.9758 -0.606
O 0.1489 5.4162 -8.0813 -0.338
N -6.7880 1.3110 -5.1169 1.118
N -10.9567 1.2139 -12.7090 1.054
N -3.4636 2.5668 -17.1647 1.212
C -2.8476 3.6694 -15.0545 -0.072
C -0.8658 -2.1370 -10.1847 -0.622
C -9.1649 3.2018 -7.2692 -0.858
C -2.4374 -3.6473 -9.1444 -0.998
C -4.0080 -1.6250 -15.3617 -0.820
C -6.0590 -2.4918 -14.5781 -0.898
C -2.0455 4.5439 -8.2953 0.878
C -8.9059 4.2913 -12.2269 -0.535
C -3.9180 6.4836 -10.5669 0.182
C -7.4890 1.8221 -6.3097 -0.800
C -0.2649 6.9445 -14.7277 -0.872
C -1.1745 5.6349 -7.7316 -0.670
C -5.1010 1.5819 -11.3316 -0.905
C -1.5391 1.2914 -11.4327 -0.813
C -7.8092 4.0093 -13.0411 -0.393
C -8.8664 1.9827 -13.7459 -0.276
C -7.8264 2.8854 -13.8534 -0.146
C -8.6678 2.9006 -8.5226 -0.798
C -4.4015 -1.3852 -7.7801 -0.854
C -2.9820 9.5595 -7.9973 -0.936
C -8.5708 2.6744 -6.1390 -0.555
C 1.0507 6.3131 -7.4610 -0.805
C -6.4046 -1.9962 -8.8864 -0.274
C -7.5356 2.1053 -8.6774 0.229
C -7.7657 -0.7500 -11.5494 -1.145
C -5.0070 3.0873 -11.3513 0.441
C -9.9328 3.3728 -12.1001 -0.360
C -9.9021 2.2157 -12.8546 -0.305
C -2.4437 2.9958 -16.1849 -0.663
C -5.0200 6.9907 -6.4083 -0.583
C -0.7172 -0.6296 -10.2641 -0.696
C -2.1253 7.5591 -11.6342 -0.404
C -4.6505 8.3702 -6.8787 -0.687
C -1.1274 2.6510 -16.4059 -0.418
C -6.9283 1.5982 -7.5376 0.640
C -1.9100 4.0912 -14.1270 -0.021
C -0.9217 7.2455 -12.4766 -0.316
C -0.1966 3.0663 -15.4692 -0.862
C -0.5747 3.7854 -14.3464 -0.820
C -6.9850 -2.5196 -10.1979 -0.955
C -0.9933 -1.2207 -14.1979 -0.817
C -2.8594 2.4132 -7.8581 -0.105
C -6.0380 5.0210 -7.2221 -0.894
C -3.1082 -0.4518 -15.1279 -0.032
H -0.8564 -0.1676 -9.2778 0.240
H -6.8402 -2.2808 -13.8506 0.122
H -3.0887 4.8785 -8.2803 -0.189
H 0.3158 -0.3992 -10.5542 0.437
H -3.4716 -2.5846 -15.4188 0.294
H -4.4829 -1.5403 -16.3472 0.514
H -7.4158 -0.0399 -12.2942 0.014
H -6.0458 0.9790 -7.6194 0.077
H -2.5562 1.4597 -7.4183 0.334
H -1.9478 -3.5618 -8.1746 0.348
H -3.5171 6.7782 -9.5902 -0.172
H -4.7409 7.1934 -10.7361 0.320
H -7.0007 4.7278 -13.0812 0.516
H -6.4954 -2.3309 -15.5705 0.325
H -2.9745 2.2687 -8.9351 -0.297
H -4.8930 3.4714 -12.3611 0.314
H -5.0966 -0.8707 -7.1187 0.532
H -0.6973 -2.5479 -11.1933 0.156
H -8.8867 1.0775 -14.3376 0.452
H -1.5672 6.6142 -8.0403 0.211
H -5.8029 -3.5594 -14.5368 0.294
H -2.0372 9.4027 -8.5118 0.234
H -1.8209 1.9292 -10.5929 0.083
H -5.8961 3.5587 -10.9155 0.391
H -7.0185 5.4180 -6.9177 0.635
H -0.7206 6.5917 -15.6482 0.220
H -9.9920 3.8912 -7.1641 0.441
H -4.0547 -2.2758 -7.2369 0.378
H -3.7500 2.7263 -7.3057 0.239
H -6.4965 -2.8531 -8.1994 0.491
H -8.9020 5.1655 -11.5887 0.409
H -8.8860 2.9417 -5.1412 0.536
H 1.1254 7.2237 -8.0664 0.261
H 2.0189 5.8247 -7.3858 0.256
H -1.8605 7.9500 -10.6440 0.114
H -3.5148 -0.8014 -8.0157 -0.098
H -2.0863 -4.5188 -9.7021 0.373
H -0.5190 1.5541 -11.7400 0.588
H -4.1914 3.4295 -10.7125 -0.641
H -4.4734 8.9801 -5.9784 0.415
H -3.8977 3.8552 -14.8789 0.575
H -5.4739 8.8585 -7.4189 0.347
H 0.1358 4.0508 -13.5724 0.729
H -4.3158 5.4793 -10.4405 -0.476
H -1.3156 5.6029 -6.6352 0.405
H 0.3239 7.8489 -14.9121 0.382
H -4.2028 6.6089 -5.7790 0.237
H 0.8370 2.7906 -15.6426 0.472
H -0.1084 -2.6018 -9.5530 0.487
H -1.7775 4.4358 -9.3669 -0.109
H -5.9457 6.9370 -5.8274 0.487
H -7.1190 1.8453 -9.6376 0.779
H -6.9550 -1.1530 -8.4613 0.035
H -0.2742 -0.4671 -14.5346 0.230
H -2.4773 -0.2144 -15.9937 0.475
H -2.8482 10.1994 -7.1184 0.377
H -6.2268 4.4791 -8.1442 -0.107
H -3.6709 10.0857 -8.6729 0.332
H -8.6508 -1.2743 -11.9269 0.494
H -10.7603 3.5420 -11.4231 0.561
H -5.6385 4.3993 -6.4137 0.468
H -1.0610 -2.0138 -14.9477 0.436
H -3.6782 0.4541 -14.9127 -0.293
H -2.2370 4.6186 -13.2383 0.525
H -0.1441 8.0057 -12.3304 0.451
H -7.0638 2.6727 -14.5903 0.331
H -0.8316 2.0803 -17.2722 0.550
H -2.1730 1.5211 -12.2902 -0.117
H -8.0385 -2.7829 -10.0803 0.453
H -0.6494 -1.6128 -13.2445 -0.076
H -0.5750 6.2369 -12.2181 0.109
H 0.7327 6.5899 -6.4507 0.335
H 0.3843 6.1711 -14.3088 0.388
H -6.4685 -3.4804 -10.3397 0.250
H -3.5117 -3.7377 -9.0075 0.136
H -9.1720 3.2307 -9.4235 0.209
H -8.0561 -0.1952 -10.6529 0.510
H -2.6697 8.3929 -12.1096 0.332
```


Computed, not measured: 3 unconnected molecules or ions with the total composition C5H17NO2 in a non-equilibrium geometry, with ωB97M-V/def2-TZVPD.

SMILES string = CC[C@@H](C)NC.O.O
2S+1 = 1
Energy above the lowest of the compared OMol25 structures with the same formula, charge and spin = 2.158 eV
Frontier orbital gap = 9.1 eV
Charge = 0
HOMO = -8.641 eV
Maximum force = 5.0 eV/A

The geometry in XYZ format:
```
25
Properties=species:S:1:pos:R:3:mulliken_charge:R:1
O 1.8832 -1.6591 -2.5608 -0.658
O -0.6201 -2.2668 -2.0052 -0.685
N -0.3245 1.0697 -0.6877 -0.448
C 1.2075 0.8215 1.2867 -1.126
C -0.1796 0.9374 0.7985 0.360
C -1.6405 -0.3656 2.4718 -1.390
C 0.6131 2.0523 -1.2845 -0.952
C -1.0162 -0.4591 1.0733 -0.579
H 1.8604 1.7809 1.4254 0.305
H -1.0130 -1.4811 -2.3248 0.335
H -1.1165 -0.1283 3.3416 0.419
H -0.1097 0.1733 -1.1502 0.196
H -0.8900 1.7416 1.1174 0.307
H -1.0541 -2.9243 -2.5805 0.298
H -2.3114 -1.2409 2.7330 0.302
H 2.5544 -2.1803 -2.1613 0.300
H 0.1949 2.4630 -2.2234 0.336
H 1.0217 -1.9844 -2.3958 0.417
H 1.6371 1.6579 -1.6097 0.241
H -1.7993 -0.6420 0.3571 0.384
H 1.0591 0.3996 2.3986 0.296
H 1.8332 0.0411 0.8798 0.304
H 0.8588 2.8808 -0.6444 0.346
H -2.2642 0.5657 2.5902 0.334
H -0.3842 -1.2528 1.1550 0.359
```


Computed, not measured: a molecular structure, C35H39CoN4O3P, with ωB97M-V/def2-TZVPD.

2S+1 = 5
Energy above the lowest of the compared OMol25 structures with the same formula, charge and spin = 0.000 eV
Frontier orbital gap (alpha / beta) = 8.1 / 6.8 eV
<S²> = 6.019
Charge = +1
HOMO (alpha / beta) = -10.585 / -10.603 eV
Maximum force = 0.8 eV/A

The geometry in XYZ format:
```
83
Properties=species:S:1:pos:R:3:lowdin_spin:R:1
Co 0.2473 0.2351 -0.1955 3.075
P -0.5435 -1.1209 1.7274 0.118
O -1.3357 -0.5267 -0.9568 0.169
O 0.8356 1.2636 -2.0856 0.026
O 1.6191 -0.9753 -0.5321 0.231
N -0.8843 1.9178 0.2522 0.073
N -0.4746 1.9416 -3.7995 0.004
N 0.8350 3.4852 -2.6321 0.002
N 1.6316 1.3628 0.8441 0.087
C -0.7178 -5.6446 0.9144 0.007
C -0.0243 -5.1732 2.0196 0.000
C -2.6936 1.4219 -1.2822 0.010
C -1.0028 0.5928 -3.9851 0.000
C 3.6144 -1.5859 -1.6245 0.016
C -3.2895 -0.7033 -2.2534 0.012
C 0.0357 -3.8086 2.2766 0.008
C -1.2695 -3.3852 0.2972 0.007
C 0.4176 2.1921 -2.8111 0.004
C 4.9450 -1.3550 -1.8903 -0.003
C -4.7369 0.5267 2.6936 0.008
C -0.1980 2.9902 0.9953 0.005
C -2.3995 0.0588 -1.4785 0.012
C -3.3725 -1.2071 1.7232 0.008
C -4.6930 1.2373 -2.6365 0.008
C -4.6234 -0.6648 1.9922 -0.001
C 3.5562 0.4065 -0.2712 0.014
C -1.3358 -4.7480 0.0514 -0.001
C 0.4032 -0.9304 3.2640 0.019
C -0.5960 -2.9034 1.4228 0.013
C -3.5905 1.1804 3.1298 -0.001
C 0.2828 4.5705 -3.4545 0.000
C -4.4061 -0.1266 -2.8150 -0.001
C 2.8927 -0.7095 -0.8088 0.015
C -2.3414 0.6420 2.8566 0.007
C -0.9013 2.9184 -4.8033 0.000
C 1.0692 2.4473 1.6494 0.006
C 4.9228 0.6127 -0.5476 -0.004
C 2.8769 1.3724 0.5463 0.001
C -1.8685 2.2762 -0.4733 0.005
C -3.8367 1.9909 -1.8792 -0.002
C 2.1167 3.7357 -1.9788 0.000
C 0.0599 4.0804 -4.8689 0.000
C 5.6200 -0.2498 -1.3476 0.012
C -2.2184 -0.5623 2.1577 0.010
H 0.4762 -5.8662 2.6855 0.000
H -2.0939 0.6210 -3.9908 0.000
H 2.4293 2.8398 -1.4577 0.000
H 3.4912 2.1881 0.9354 0.004
H -3.6679 2.1066 3.6875 0.000
H -1.9079 3.2728 -4.5606 0.000
H 3.0892 -2.4415 -2.0338 0.001
H -0.6557 0.1910 -4.9393 0.000
H -0.9628 2.4039 -5.7614 0.000
H -3.0559 -1.7509 -2.4081 0.000
H 1.4205 -1.2894 3.0988 0.000
H -0.7731 -6.7093 0.7236 0.000
H 0.8263 2.0588 2.6404 0.001
H -0.6639 -0.0553 -3.1873 0.000
H -3.3096 -2.1433 1.1809 0.000
H -0.8588 3.3748 1.7738 0.001
H -1.8659 -5.1115 -0.8204 0.000
H 0.0360 3.8136 0.3240 0.001
H -0.6650 4.9153 -3.0320 0.000
H -2.1413 3.3359 -0.4756 0.003
H -5.5131 -1.1825 1.6519 0.000
H -5.0745 -0.7370 -3.4140 0.000
H -1.7107 -2.6847 -0.4022 0.000
H -0.0615 -1.4736 4.0868 0.005
H 5.4847 -2.0454 -2.5299 0.000
H 2.8817 3.9962 -2.7153 0.000
H 2.0351 4.5617 -1.2700 0.000
H 0.9777 5.4068 -3.4193 0.000
H -0.3474 4.8693 -5.5012 0.000
H 1.7886 3.2527 1.7890 0.002
H 0.5799 -3.4658 3.1466 0.001
H 1.0131 3.7574 -5.2936 0.000
H 6.6698 -0.0872 -1.5560 0.001
H -4.0412 3.0474 -1.7138 0.000
H 0.4626 0.1245 3.5254 0.000
H -5.7134 0.9422 2.9052 0.000
H -5.5772 1.6786 -3.0779 0.001
H -1.4565 1.1723 3.1991 0.000
H 5.4188 1.4758 -0.1133 0.000
```


Computed, not measured: a single C16H15NO3S molecule, with ωB97M-V/def2-TZVPD.

SMILES string = O=C(O)CCc1ccc(-c2cccs2)n1Cc1ccco1
2S+1 = 1
Energy above the lowest of the compared OMol25 structures with the same formula, charge and spin = 1.760 eV
Frontier orbital gap = 8.1 eV
Charge = 0
HOMO = -7.366 eV
Maximum force = 0.9 eV/A

The geometry in XYZ format:
```
36
Properties=species:S:1:pos:R:3:mulliken_charge:R:1
S -1.1105 -3.0904 -0.9719 -0.071
O -2.7260 3.0517 -0.3947 -0.454
O 2.2100 -0.2402 1.4218 -0.344
O -3.0172 0.9952 0.4134 -0.582
N -0.0460 0.0267 -0.3500 0.598
C 0.1145 -3.9809 -3.0333 -0.484
C -0.1418 -0.6636 0.9132 -0.335
C 0.0238 2.3923 0.5835 -1.153
C 0.8996 0.0774 3.1888 -0.588
C -0.7247 -4.3784 -2.0443 -0.469
C -1.3036 2.3914 1.3705 -0.259
C -0.1002 -1.9808 -1.8651 0.214
C 0.4654 -2.6201 -2.9369 -0.694
C 0.1914 1.6406 -1.8576 -1.099
C 0.1637 0.4172 -2.5331 -0.875
C 0.0105 -0.5757 -1.5821 0.584
C 0.0648 1.3777 -0.5128 0.574
C 2.9894 0.1198 2.4545 -0.663
C -2.4367 2.0476 0.4360 0.422
C 0.9358 -0.2607 1.8672 0.109
C 2.2416 0.3258 3.5706 -0.330
H 0.0329 0.1349 3.8151 0.530
H -1.4750 3.3806 1.7942 0.493
H -0.0452 -1.7353 0.7145 0.580
H -1.1240 -0.4944 1.3661 -0.032
H -1.2796 1.6557 2.1724 0.103
H 2.5919 0.6174 4.5391 0.448
H -1.1430 -5.3485 -1.8645 0.433
H -3.4183 2.7880 -1.0209 0.375
H 0.2891 2.6130 -2.2990 0.531
H 0.8477 2.2518 1.2870 0.196
H 1.1300 -2.1269 -3.6225 0.438
H 0.1510 3.3660 0.1083 0.396
H 0.4765 -4.6364 -3.8054 0.402
H 0.2195 0.2664 -3.5925 0.538
H 4.0424 0.1950 2.2707 0.469
```


Computed, not measured: a gas-phase ion, C6H6N2O4 (charge -2) in a non-equilibrium geometry, with ωB97M-V/def2-TZVPD.

2S+1 = 3
Frontier orbital gap (alpha / beta) = 4.6 / 6.8 eV
<S²> = 2.013
Charge = -2
HOMO (alpha / beta) = 1.566 / -0.786 eV
Maximum force = 3.3 eV/A

The geometry in XYZ format:
```
18
Properties=species:S:1:pos:R:3:lowdin_spin:R:1
O -2.6011 0.1113 -4.2273 0.063
O -0.9129 3.7825 -0.0331 0.097
O -3.2564 1.1133 -2.3486 0.020
O 0.9332 3.1433 -1.1396 0.029
N -0.3142 -0.2024 -2.6694 0.164
N -1.0281 0.8541 -2.7500 0.672
C 0.0967 0.3890 -0.3162 0.078
C -0.2931 -0.4984 0.8961 0.022
C -2.4405 0.6609 -3.1254 0.021
C -0.7368 1.5860 -0.6736 0.593
C 0.3129 -0.4882 -1.5701 0.129
C -0.1938 2.9884 -0.6644 0.056
H 0.2661 -1.4962 0.6199 0.002
H 1.1332 0.8670 0.0635 0.012
H -0.0926 0.0304 1.8774 0.003
H 0.7045 -1.4795 -1.3208 0.009
H -1.7492 1.5215 -0.4514 0.029
H -1.3494 -0.8017 0.8481 0.001
```


no.,molecular weight (g/mol)
1,1106.44
2,123.20
3,653.63
4,301.37
5,170.12